Entry 1:
90
Properties=species:S:1:pos:R:3 method="wB97M-V/def2-TZVPD" smiles="CCOCC[C@H]1C[C@@H](I)[C@H](C)S(=O)(=O)O1.CN(C)P(=O)(N(C)C)N(C)C.CN(C)P(=O)(N(C)C)N(C)C" total_energy_ev=-81370.152 charge=0
C -4.77 -1.95 -3.50
C -4.66 -0.59 -2.69
O -3.27 -0.29 -2.53
C -2.77 -0.58 -1.23
C -1.57 -1.62 -1.25
C -0.74 -1.39 -2.57
C 0.80 -1.72 -2.41
C 1.49 -1.90 -3.85
I 1.70 -4.01 -4.38
C 0.75 -1.12 -5.00
C 1.04 0.44 -4.95
S -1.05 -1.53 -5.01
O -1.93 -0.35 -5.21
O -1.25 -2.57 -6.07
O -1.30 -2.32 -3.56
H -4.73 -1.73 -4.60
H -5.80 -2.36 -3.30
H -3.99 -2.68 -3.18
H -5.25 -0.58 -1.74
H -5.09 0.21 -3.35
H -2.31 0.37 -0.85
H -3.55 -0.87 -0.48
H -1.95 -2.68 -1.24
H -0.97 -1.44 -0.32
H -0.79 -0.33 -2.93
H 1.25 -0.77 -2.00
H 1.01 -2.57 -1.74
H 2.52 -1.48 -3.79
H 1.14 -1.46 -6.00
H 0.25 1.05 -5.45
H 1.23 0.78 -3.90
H 2.01 0.58 -5.49
O 3.99 -0.22 -1.01
P 5.09 0.69 -0.45
N 5.53 1.34 -2.00
C 6.84 1.69 -2.50
C 4.49 2.15 -2.65
N 6.15 -0.62 -0.04
C 7.51 -0.77 -0.51
C 5.55 -1.94 0.10
N 6.20 1.79 0.39
C 6.32 1.47 1.84
C 5.76 3.20 0.36
H 7.29 2.56 -1.99
H 6.81 1.93 -3.56
H 7.55 0.87 -2.44
H 4.38 3.13 -2.18
H 3.52 1.65 -2.60
H 4.70 2.30 -3.71
H 7.55 -1.13 -1.54
H 8.05 -1.49 0.11
H 8.08 0.16 -0.43
H 5.37 -2.41 -0.88
H 4.61 -1.89 0.65
H 6.21 -2.61 0.67
H 5.35 1.51 2.34
H 7.00 2.18 2.33
H 6.76 0.49 2.01
H 4.73 3.32 0.71
H 5.83 3.63 -0.64
H 6.40 3.83 0.99
O -2.72 -0.07 2.74
P -3.66 0.10 3.95
N -4.96 -0.79 3.23
C -6.39 -0.54 3.34
C -4.69 -2.21 3.01
N -3.89 1.80 3.69
C -5.18 2.45 3.53
C -2.91 2.50 2.88
N -4.51 0.26 5.49
C -3.82 1.17 6.44
C -4.64 -1.02 6.23
H -6.80 -0.72 4.34
H -6.94 -1.19 2.65
H -6.66 0.46 3.03
H -4.70 -2.78 3.94
H -3.71 -2.35 2.54
H -5.42 -2.66 2.33
H -5.58 2.30 2.52
H -5.09 3.53 3.68
H -5.91 2.12 4.27
H -3.07 2.33 1.81
H -1.89 2.19 3.14
H -2.95 3.58 3.06
H -2.81 0.83 6.65
H -4.38 1.23 7.38
H -3.77 2.19 6.07
H -3.67 -1.51 6.35
H -5.31 -1.71 5.73
H -5.07 -0.86 7.22

Entry 2:
90
Properties=species:S:1:pos:R:3 method="wB97M-V/def2-TZVPD" relative_energy_kj_mol=0.0 charge=0
C -1.89 -5.75 -2.68
S -0.77 -4.57 -1.85
O -0.11 -3.69 -2.86
C 0.51 -5.80 -1.46
H -2.73 -5.26 -3.15
H -2.19 -6.45 -1.89
H -1.25 -6.27 -3.40
H 1.28 -5.40 -0.81
H 0.96 -6.08 -2.41
H 0.16 -6.68 -0.92
C 1.94 1.39 -3.51
S 0.42 1.19 -4.49
O -0.56 2.17 -3.87
C 1.10 1.96 -5.99
H 2.88 1.30 -4.06
H 1.89 0.75 -2.64
H 1.93 2.45 -3.23
H 1.33 2.99 -5.73
H 0.35 1.93 -6.78
H 1.97 1.38 -6.28
C -0.32 -0.19 -1.12
S 1.13 -0.64 -0.10
O 1.15 0.34 1.05
C 0.44 -2.13 0.66
H -1.22 -0.60 -0.66
H -0.28 -0.67 -2.10
H -0.46 0.88 -1.30
H 0.44 -3.05 0.07
H -0.62 -1.90 0.82
H 0.94 -2.38 1.59
C 0.69 3.70 -0.91
O 1.00 4.44 -1.82
N -0.41 3.83 -0.14
C -0.59 3.26 1.17
C -1.29 4.97 -0.40
H 1.33 2.87 -0.56
H -1.58 2.85 1.38
H -0.32 3.96 1.97
H 0.11 2.42 1.25
H -2.31 4.61 -0.32
H -1.07 5.89 0.13
H -1.19 5.23 -1.46
C 1.88 -1.76 6.90
O 1.83 -2.97 7.07
N 2.01 -1.19 5.68
C 1.88 0.26 5.63
C 1.88 -1.95 4.46
H 1.82 -1.08 7.75
H 2.27 0.70 6.54
H 0.85 0.61 5.51
H 2.41 0.77 4.82
H 0.82 -1.87 4.20
H 2.48 -1.54 3.65
H 2.16 -2.99 4.56
C 3.28 2.87 2.11
O 3.12 3.98 2.56
N 4.21 2.58 1.16
C 5.07 3.61 0.62
C 4.25 1.28 0.54
H 2.71 1.98 2.39
H 6.10 3.26 0.75
H 4.94 4.55 1.13
H 4.91 3.71 -0.46
H 5.27 0.88 0.44
H 3.67 0.56 1.11
H 3.85 1.41 -0.47
C -4.13 1.10 3.35
O -5.27 1.44 3.17
N -3.41 0.28 2.54
C -2.09 -0.21 2.85
C -4.02 -0.31 1.36
H -3.52 1.43 4.21
H -1.45 -0.09 1.98
H -2.01 -1.30 2.99
H -1.74 0.22 3.79
H -3.44 -0.06 0.47
H -4.24 -1.38 1.50
H -5.02 0.10 1.20
C -2.99 -0.02 -2.99
O -3.65 0.53 -2.12
N -3.03 -1.35 -3.22
C -2.15 -1.91 -4.25
C -3.92 -2.26 -2.51
H -2.34 0.56 -3.66
H -2.66 -1.95 -5.22
H -1.94 -2.93 -3.96
H -1.21 -1.38 -4.35
H -3.25 -2.86 -1.88
H -4.60 -1.67 -1.91
H -4.44 -2.89 -3.23

Entry 3:
96
Properties=species:S:1:pos:R:3 method="wB97M-V/def2-TZVPD" total_energy_ev=-106421.209 charge=-1
C -1.53 -1.01 -1.26
C -2.09 -2.24 -2.12
C -1.34 -3.60 -1.81
S 0.16 -3.92 -2.82
O 1.32 -3.31 -2.11
O 0.36 -5.43 -2.79
N -0.01 -3.51 -4.45
S 0.65 -2.00 -4.81
O -0.13 -0.88 -4.19
O 2.13 -1.89 -4.60
H -1.12 -1.43 -0.29
H -0.74 -0.43 -1.80
H -2.36 -0.28 -1.03
H -3.16 -2.38 -1.76
H -2.16 -1.99 -3.21
H -0.99 -3.54 -0.73
H -2.03 -4.51 -1.84
H 0.47 -1.87 -6.19
O -2.75 0.43 2.22
P -2.99 1.17 3.54
O -4.09 0.10 4.18
C -3.69 -1.25 4.38
C -2.85 -1.40 5.64
O -3.99 2.32 2.90
C -3.78 2.80 1.57
C -4.76 2.14 0.62
O -2.96 2.06 4.99
C -4.16 2.50 5.63
C -4.52 1.63 6.82
H -3.14 -1.62 3.51
H -4.60 -1.85 4.47
H -2.02 -0.69 5.65
H -2.45 -2.41 5.72
H -3.45 -1.19 6.53
H -2.74 2.63 1.26
H -3.94 3.88 1.57
H -4.80 1.06 0.76
H -4.48 2.34 -0.42
H -5.77 2.52 0.79
H -5.00 2.56 4.94
H -3.96 3.52 5.98
H -4.99 0.70 6.50
H -5.23 2.15 7.47
H -3.63 1.37 7.40
O -2.50 6.04 -0.53
P -1.57 6.92 -1.37
O -0.40 7.16 -0.22
C 0.27 6.01 0.30
C 1.34 5.51 -0.66
O -2.47 8.31 -1.20
C -3.89 8.23 -1.11
C -4.34 8.37 0.33
O -0.64 7.73 -2.54
C -0.06 9.01 -2.29
C 1.42 8.92 -1.98
H -0.44 5.21 0.52
H 0.73 6.31 1.25
H 0.93 5.35 -1.66
H 1.77 4.57 -0.30
H 2.15 6.24 -0.75
H -4.26 7.31 -1.56
H -4.30 9.06 -1.70
H -3.76 7.72 1.00
H -5.40 8.12 0.43
H -4.19 9.39 0.68
H -0.58 9.56 -1.50
H -0.19 9.59 -3.22
H 1.58 8.61 -0.95
H 1.90 9.89 -2.10
H 1.91 8.19 -2.62
O 5.41 -8.10 0.62
P 5.83 -7.04 -0.40
O 4.35 -6.81 -1.11
C 3.27 -6.36 -0.29
C 3.36 -4.87 -0.04
O 6.54 -8.11 -1.46
C 7.19 -9.28 -0.96
C 6.30 -10.50 -1.12
O 6.50 -5.78 -1.31
C 6.34 -5.70 -2.73
C 5.29 -4.68 -3.12
H 3.24 -6.91 0.65
H 2.34 -6.59 -0.83
H 4.35 -4.59 0.36
H 2.60 -4.55 0.68
H 3.21 -4.31 -0.96
H 7.50 -9.14 0.08
H 8.11 -9.42 -1.55
H 5.29 -10.30 -0.76
H 6.71 -11.35 -0.57
H 6.21 -10.77 -2.18
H 6.12 -6.66 -3.19
H 7.31 -5.37 -3.13
H 4.29 -5.08 -3.00
H 5.39 -4.40 -4.18
H 5.36 -3.78 -2.51

What is the charge in the first record? 0

Which value of charge does entry 3 give? -1

Which of these has the lowest charge? C21H53NO16P3S2